Record 1
Here is a molecular structure, C22H25N4O3Re at a distorted geometry from the Open Molecules 2025 dataset. Energies are from ωB97M-V/def2-TZVPD.

Properties
* F_max: 2.84 eV Å⁻¹
* 2S+1: 2
* DFT total energy: -37427.6708 eV
* net charge: +3

Structure (XYZ):
```
55
Properties=species:S:1:pos:R:3:forces:R:3
Re 0.240215 -0.138946 -0.032092 1.647 -1.149 2.002
O 0.242332 0.467631 2.172086 -0.508 0.232 -0.381
O 3.691331 -0.027160 2.059660 0.174 -0.246 -0.655
O 1.946704 -0.559110 0.719588 -0.228 -0.198 -1.537
N 0.602788 -1.120745 -1.798490 0.175 0.126 -0.177
N 0.712724 1.886836 -0.418321 -0.527 -0.247 -0.026
N -1.265010 -1.490729 0.492030 -0.255 0.831 -0.182
N -1.402720 0.547373 -1.300231 -0.039 0.100 -0.136
C 1.611307 -2.922521 -2.982011 0.004 0.003 -0.041
C 0.823137 -2.629697 -4.086613 -0.004 0.005 -0.028
C -1.632259 1.982331 -0.972748 -0.168 -0.059 0.080
C 1.476872 -2.155337 -1.846385 -0.178 0.070 -0.034
C -2.118282 -3.206298 1.905429 -0.114 -0.092 -0.028
C 1.130343 4.565484 -0.914159 0.023 0.023 -0.023
C 1.914393 1.485331 3.686436 -0.410 0.196 0.270
C -2.500427 -1.289299 -0.023523 0.038 -0.168 0.060
C 2.163999 3.772979 -0.437996 -0.046 0.026 -0.026
C -2.645343 -0.268730 -1.108589 -0.018 -0.056 -0.038
C -3.391230 -3.005747 1.374565 0.000 0.039 -0.038
C 1.928487 2.434694 -0.205145 0.056 -0.095 -0.007
C 1.400557 -0.989187 3.813775 -0.483 0.071 0.301
C -0.133648 -0.804320 -2.893211 0.119 -0.099 0.155
C 1.494172 0.244992 2.931557 0.575 -0.289 -0.170
C 2.528535 -0.105692 1.879446 -0.279 0.583 0.906
C -0.938926 0.441013 -2.724326 -0.032 0.093 -0.036
C -0.056989 -1.548236 -4.042635 0.039 -0.073 -0.128
C -0.308496 2.664228 -0.856025 0.223 0.136 0.068
C -0.124820 3.999797 -1.119327 0.071 0.174 0.013
C -1.082107 -2.437853 1.446471 0.171 0.087 -0.031
C -3.577725 -2.037422 0.397224 -0.066 -0.129 0.093
H -2.263317 2.461327 -1.723886 -0.011 -0.021 -0.026
H -4.554018 -1.866279 -0.038444 -0.002 0.004 0.038
H 3.148904 4.178553 -0.252011 0.011 -0.018 -0.031
H -2.153985 2.037046 -0.013953 -0.042 -0.054 0.009
H 2.061995 -2.342428 -0.955704 -0.005 0.031 0.001
H 0.894083 -3.234643 -4.982052 0.010 0.030 -0.002
H -0.159448 1.289159 2.485580 -0.040 -0.031 0.079
H 1.175184 -1.890118 3.244285 0.099 0.009 0.004
H -2.870411 -0.800409 -2.034468 -0.005 0.045 -0.045
H 1.776796 2.394196 3.093722 0.088 -0.045 -0.042
H 0.631845 -0.859560 4.576348 0.000 0.020 -0.003
H -0.075942 -2.566656 1.818434 -0.010 0.055 -0.013
H -0.289523 1.292503 -2.939289 -0.025 0.049 0.028
H 2.717159 1.780981 0.143187 -0.006 0.004 -0.072
H -1.936820 -3.950276 2.668791 0.011 -0.015 -0.030
H -0.953222 4.605065 -1.464384 0.010 -0.033 -0.049
H 2.355197 -1.135705 4.317895 0.021 0.021 -0.037
H -0.657813 -1.286798 -4.903800 -0.008 -0.012 0.008
H -3.498642 0.378035 -0.903415 0.023 0.067 -0.019
H -4.229090 -3.600042 1.717812 0.016 0.013 0.011
H 1.299121 5.611995 -1.133442 -0.022 0.012 0.047
H -1.783998 0.494154 -3.410791 -0.023 -0.010 0.013
H 2.965352 1.407064 3.957136 0.011 -0.035 -0.055
H 1.346366 1.582245 4.613421 -0.040 0.023 -0.046
H 2.324321 -3.735071 -2.997420 -0.020 -0.008 0.007
```
Positions in Å, forces in eV/Å.

Record 2
Here is a molecular structure, C4H8N at a distorted geometry from the Open Molecules 2025 dataset. Energies are from ωB97M-V/def2-TZVPD.

Properties
* F_max: 5.57 eV Å⁻¹
* energy above the lowest of the compared OMol25 structures with the same formula, charge and spin: 91.8 kcal per mole
* DFT total energy: -5755.8813 eV
* net charge: +1

Structure (XYZ):
```
13
Properties=species:S:1:pos:R:3:forces:R:3
N 0.180184 -0.036045 0.559131 0.050 0.352 0.434
C -0.521824 1.128403 -0.139100 4.813 -1.354 -0.775
C 1.004593 0.005694 -0.694204 -1.783 5.155 1.138
C 0.809195 1.589211 -0.810379 -0.872 0.445 0.401
C -0.558448 -1.360942 0.859001 -0.001 0.053 -1.824
H 0.812041 0.453081 1.267888 -1.289 -1.616 -0.280
H -0.897588 -1.718402 -0.186685 0.433 0.563 1.843
H 0.652724 2.042289 -1.815488 0.194 -0.707 0.556
H 0.087767 -2.118614 1.305563 0.320 0.447 -0.182
H 1.409917 2.339126 -0.243401 -0.069 -1.149 -0.007
H -1.506023 1.176900 -0.522913 -0.860 -0.905 -0.397
H -1.406251 -1.223936 1.517108 -0.084 0.458 -0.018
H 0.790836 -0.477863 -1.590765 -0.851 -1.742 -0.887
```
Positions in Å, forces in eV/Å.

Record 3
Here is 2 unconnected molecules or ions with the total composition C4H13N2OS at a distorted geometry from the Open Molecules 2025 dataset. Energies are from ωB97M-V/def2-TZVPD.

Properties
* F_max: 5.05 eV Å⁻¹
* energy above the lowest of the compared OMol25 structures with the same formula, charge and spin: 30.0 kcal per mole
* 2S+1: 2
* DFT total energy: -20217.4655 eV
* net charge: -2

Structure (XYZ):
```
21
Properties=species:S:1:pos:R:3:forces:R:3
S 2.826554 1.809858 1.059954 -0.032 -0.384 -0.287
O -5.380606 -5.527430 -0.951347 -0.219 2.596 -0.343
N -1.953533 1.826822 0.226110 0.157 0.616 -1.445
N 0.941079 -0.620617 -0.754925 1.752 2.634 -0.171
C -0.942697 1.190041 -0.658431 -1.777 -4.536 1.331
C 1.426905 -1.731419 0.103254 1.670 -0.439 -0.416
C 1.224645 1.834347 0.152193 0.910 0.936 1.244
C 0.363135 0.610401 0.040161 -1.227 -1.898 0.682
H -5.331466 -4.485929 -1.126034 -0.796 -1.719 0.560
H 1.346023 2.279981 -0.832555 0.187 -0.077 -0.352
H -4.480781 -5.611300 -1.280904 0.969 -0.926 -0.227
H 0.541153 -2.244761 0.311988 -1.311 -1.905 -0.288
H 2.302597 -2.439917 -0.377934 -2.450 1.918 0.933
H 0.115187 0.208243 1.116753 0.330 0.713 -1.967
H -0.599636 1.689191 -1.504663 0.433 1.815 -1.217
H 1.694148 -1.544725 1.158733 0.860 0.961 -0.539
H 1.763950 -0.223793 -1.320486 -1.453 -0.700 1.371
H -1.608166 2.173694 1.090396 0.728 0.453 0.598
H 0.649859 2.588069 0.728855 -0.138 -0.380 -0.445
H -2.278774 2.614745 -0.332131 -0.257 0.078 0.633
H -1.638854 0.394549 -1.101864 1.663 0.246 0.346
```
Positions in Å, forces in eV/Å.